A molecular structure, C12H20N4O3 in a non-equilibrium geometry. Source: the Open Molecules 2025 dataset; level of theory: ωB97M-V with the def2-TZVPD basis set.

Calculated values
HOMO energy (eV): -8.94
Orbital gap (hartree): 0.3476
Relative energy (zero: lowest compared OMol25 entry of this formula, charge and spin) (kcal/mol): 109.0

Last column: Mulliken charge in e.
CARTESIAN COORDINATES (ANGSTROEM)
C  1.3822  -0.0447  0.2681  0.543
C  0.9953  -0.7843  -0.9102  -0.204
C  2.6954  0.6100  -0.1435  0.438
C  2.7666  2.0694  0.5163  -1.171
C  4.0563  -0.1463  0.2707  -0.825
C  5.2748  0.4031  -0.3677  -1.447
C  -1.5864  -0.5730  -0.3065  0.485
C  -1.8859  -1.4769  0.8592  0.333
C  -2.9713  -0.7727  -1.0820  -0.615
C  -4.0403  0.1308  -0.5976  0.301
C  -4.0431  1.3240  0.0826  -0.472
C  -6.0899  0.5095  -0.2036  -0.246
H  2.3986  -1.5107  1.2819  0.275
H  0.8089  -1.4309  1.8027  0.258
H  0.5190  0.6488  0.6051  0.304
H  2.7777  0.7620  -1.2970  0.320
H  2.0575  2.9976  -0.2061  0.211
H  3.8845  2.3308  0.2596  0.392
H  2.3938  2.0637  1.7162  0.263
H  4.1466  -1.2029  -0.0168  0.366
H  4.1799  -0.2321  1.3536  0.474
H  5.0815  0.7916  -1.4125  0.261
H  5.7175  1.1859  0.2056  0.388
H  5.9776  -0.3662  -0.2791  0.459
H  -0.5968  -1.5691  -1.8919  0.204
H  -1.4239  0.5291  -0.0477  0.209
H  -3.3823  -1.8017  -0.9246  0.216
H  -2.7814  -0.5280  -2.1178  0.429
H  -3.2322  1.9651  0.4669  0.361
H  -7.1996  0.3493  0.0369  0.328
H  -5.6919  2.3124  1.0234  0.311
H  -0.5668  -2.6693  0.0972  0.447
N  1.6487  -0.8457  1.4780  -0.671
N  -0.3705  -1.0455  -1.0861  -0.450
N  -5.3376  -0.4081  -0.6657  -0.591
N  -5.3976  1.5374  0.2992  -0.118
O  1.6869  -1.2952  -1.7412  -0.650
O  -2.5853  -1.1086  1.7824  -0.564
O  -1.2665  -2.7088  0.8922  -0.550